145
Properties=species:S:1:pos:R:3:forces:R:3 method="wB97M-V/def2-TZVPD" total_charge=+1 total_energy_ha=-3212.551552 homo_lumo_gap_ha=0.3257
C 5.61259 1.59690 0.79766 0.000 -0.099 0.104
N 4.26593 1.56426 1.38866 0.270 -0.157 0.009
C 3.28591 0.89763 0.55376 0.103 0.364 -0.343
C 1.89706 1.57748 0.59974 1.201 -0.426 1.178
N 2.02679 3.00296 0.49684 -1.011 -0.241 -0.632
C 2.79279 3.53604 -0.62443 0.203 0.419 0.022
C 0.78081 3.73089 0.68358 0.237 -0.038 0.075
C -0.09605 3.96920 -0.52456 0.149 0.133 -0.017
O 0.45990 4.12681 1.76697 -0.105 -0.069 0.082
C 1.15301 1.17326 1.92343 -0.027 0.417 0.100
N 1.96188 0.52022 2.95121 -0.775 -0.582 0.277
C 1.98902 -0.94044 3.04713 0.092 -0.131 -0.151
C 1.89887 1.18562 4.20887 0.216 0.040 -0.266
C 1.20303 0.50510 5.36425 0.260 -0.369 -0.128
O 2.39145 2.27768 4.33065 -0.112 0.341 0.018
C -0.16096 0.54447 1.39849 -0.369 0.319 -0.502
O -0.95067 -0.22270 2.23662 0.519 -0.342 0.223
C -1.69529 0.54184 3.18405 -0.271 -0.083 0.227
C -3.07535 0.99767 2.66671 0.099 0.349 -0.391
C -3.07989 2.49900 2.32686 0.188 -0.257 -0.173
C -3.52926 0.16767 1.46599 -0.635 0.221 0.113
C -4.92291 0.57063 0.92514 -0.087 -0.292 -0.279
C -5.73228 -0.70269 0.62867 0.388 0.453 0.225
C -4.84195 1.43624 -0.35002 0.154 0.146 0.152
C 0.10001 -0.11858 0.03287 0.078 -0.334 1.286
C 0.70389 -1.50746 0.10736 -0.045 0.064 -0.458
C 0.51116 -2.41086 -1.09743 -0.148 0.078 -0.105
C 1.18597 -3.62481 -1.10507 0.034 -0.044 -0.067
C 1.07268 -4.49772 -2.17419 -0.016 0.033 0.027
C 0.28284 -4.18611 -3.27785 -0.041 -0.139 0.005
C 0.18597 -5.12832 -4.45304 0.339 0.479 0.495
C -0.40601 -2.98103 -3.25824 0.052 0.054 -0.017
C -0.29669 -2.10282 -2.18932 -0.060 -0.071 0.175
N 1.00050 0.95102 -0.53670 -0.761 0.342 -0.832
C 1.54824 0.66351 -1.90679 0.389 -0.124 -0.355
C 0.76400 1.33611 -3.03767 -0.103 -0.194 -0.037
N -0.68871 1.19949 -2.89741 0.054 0.294 0.163
H 6.34460 1.63773 1.60283 0.016 0.111 0.023
H 5.84107 0.70369 0.20565 -0.008 -0.067 -0.056
H 5.77535 2.48577 0.18883 -0.038 -0.110 -0.043
H 4.32740 1.08207 2.27246 -0.266 0.129 0.149
H 3.67117 0.92233 -0.46520 -0.057 0.038 -0.029
H 3.16578 -0.15582 0.79040 0.008 -0.067 -0.034
H 3.83514 3.24237 -0.53797 -0.005 -0.104 -0.007
H 2.76782 4.62113 -0.52829 0.094 0.031 -0.083
H 2.43343 3.30766 -1.63217 -0.125 -0.197 0.026
H 0.20880 3.42587 -1.41329 0.048 0.130 -0.142
H -1.12331 3.71591 -0.26519 -0.061 0.082 0.060
H -0.05981 5.02597 -0.78532 -0.112 0.048 -0.041
H 0.83874 2.09316 2.40253 0.244 0.176 -0.056
H 1.01236 -1.42349 3.05483 -0.133 0.100 -0.044
H 2.49589 -1.22956 3.96722 0.084 0.081 0.003
H 2.57386 -1.34035 2.22446 -0.023 -0.185 0.016
H 0.57418 -0.32372 5.04915 -0.118 0.068 -0.018
H 0.62057 1.25451 5.89128 0.044 0.041 0.085
H 1.95456 0.09432 6.03960 -0.023 0.106 0.146
H -0.74466 1.44119 1.11424 -0.003 0.068 0.067
H -1.81066 -0.09781 4.05835 -0.007 -0.123 -0.069
H -1.11087 1.41009 3.50028 0.067 0.027 0.038
H -3.81203 0.83297 3.45560 0.108 -0.006 0.178
H -4.08310 2.91695 2.35749 -0.028 0.081 0.043
H -2.42444 3.05901 2.99194 -0.148 0.127 0.136
H -2.70206 2.65127 1.31126 0.033 0.058 -0.023
H -3.57856 -0.88519 1.74452 0.282 -0.067 -0.012
H -2.81936 0.28642 0.64583 0.142 -0.218 0.010
H -5.46922 1.13068 1.68682 0.091 0.058 0.108
H -5.11195 -1.37435 0.03422 -0.181 -0.130 -0.127
H -6.64132 -0.46720 0.08123 -0.104 -0.116 -0.006
H -5.98899 -1.20760 1.55848 -0.086 -0.141 -0.050
H -5.15648 0.86777 -1.22455 -0.028 -0.005 -0.057
H -3.82543 1.78420 -0.54791 0.035 0.015 0.022
H -5.46536 2.32727 -0.27697 -0.118 -0.024 -0.062
H -0.85035 -0.12535 -0.49481 0.176 0.088 -0.375
H 0.26564 -1.99772 0.97533 -0.032 0.021 0.100
H 1.77203 -1.43194 0.28521 0.135 -0.105 0.148
H 1.81791 -3.88515 -0.26792 0.091 -0.002 0.089
H 1.61062 -5.43688 -2.14587 0.004 -0.039 -0.065
H -0.85241 -5.38998 -4.64090 -0.013 -0.125 -0.148
H 0.78815 -6.00656 -4.24438 -0.124 -0.242 -0.197
H 0.61144 -4.63013 -5.32474 -0.140 -0.120 -0.191
H -1.03287 -2.71311 -4.10048 -0.052 -0.003 -0.019
H -0.85583 -1.17774 -2.22619 0.022 0.039 -0.035
H 0.32796 1.69525 -0.71450 0.010 0.097 0.031
H 2.57644 1.00146 -1.98608 0.014 0.047 0.204
H 1.55452 -0.41199 -2.05002 -0.064 -0.045 0.145
H 1.07384 2.37517 -3.18299 0.022 0.071 0.112
H 1.08283 0.80100 -3.93222 -0.035 0.031 -0.068
H -1.11337 1.25670 -3.81501 -0.025 -0.188 -0.052
H -1.06123 2.02377 -2.43409 -0.021 0.073 -0.053
C 5.06478 -2.31081 0.87937 0.167 -0.094 0.034
O 3.85140 -2.34458 0.69968 0.018 0.054 0.000
N 5.94427 -2.71048 -0.07654 -0.046 0.078 -0.009
N 5.61474 -1.86888 2.04894 -0.083 0.048 -0.131
H 6.93912 -2.69824 0.04647 0.008 -0.015 0.021
H 5.56319 -3.04639 -0.94194 -0.006 -0.028 0.007
H 4.98852 -1.58657 2.77906 0.001 -0.052 0.033
H 6.60277 -1.83789 2.21669 0.011 -0.012 -0.001
C 1.46330 -8.32663 -5.97594 -0.001 -0.074 -0.022
O 2.08513 -7.86945 -5.03192 0.010 0.031 0.009
N 1.63771 -7.87153 -7.25441 -0.044 0.021 0.035
N 0.54363 -9.32691 -5.82919 0.002 0.058 -0.006
H 1.14032 -8.23509 -8.04433 0.002 -0.023 0.001
H 2.31138 -7.14283 -7.39286 0.028 -0.006 0.005
H 0.39777 -9.68313 -4.90365 0.010 -0.008 0.014
H 0.02377 -9.71802 -6.59097 0.008 -0.003 -0.014
C -8.90966 -2.87721 0.63572 -0.041 0.040 0.108
O -7.76900 -3.07178 0.24456 -0.086 -0.142 -0.087
N -9.39908 -3.48236 1.76258 -0.029 -0.087 -0.108
N -9.77491 -2.04570 -0.01263 0.045 -0.008 0.043
H -10.32803 -3.33836 2.11059 -0.001 0.028 0.009
H -8.76841 -4.06695 2.27937 0.046 0.066 0.052
H -9.44343 -1.59792 -0.84603 0.000 -0.021 -0.028
H -10.71346 -1.87437 0.29386 -0.006 -0.010 0.010
C 6.45593 5.39746 -0.28569 -0.110 0.048 0.061
O 6.93236 4.27713 -0.34189 0.074 0.053 -0.127
N 7.03396 6.48133 -0.87457 -0.044 -0.077 -0.035
N 5.27885 5.63610 0.38156 0.022 0.086 -0.014
H 6.65589 7.40780 -0.82437 0.010 0.011 0.053
H 7.89819 6.33154 -1.36078 0.026 0.001 0.018
H 4.84069 4.84724 0.82049 -0.012 -0.009 0.049
H 4.84072 6.53613 0.44231 0.049 0.027 0.033
C -1.59239 5.62121 -3.55929 -0.071 0.077 -0.107
O -0.91459 4.60118 -3.51683 0.010 -0.163 0.167
N -1.30651 6.64236 -4.41292 0.026 -0.029 0.065
N -2.68135 5.80828 -2.75674 0.114 -0.008 0.014
H -1.84794 7.48384 -4.47018 -0.019 -0.003 -0.004
H -0.51607 6.52891 -5.01936 0.001 -0.007 -0.017
H -2.92846 5.06778 -2.12853 -0.040 -0.016 -0.017
H -3.24948 6.63384 -2.78081 -0.008 0.003 -0.018
C -7.31346 -7.31919 0.25827 -0.070 0.034 -0.038
O -6.64431 -8.31835 0.06885 0.015 0.001 0.014
N -7.09001 -6.13778 -0.38562 -0.091 -0.048 -0.026
N -8.36353 -7.30355 1.14558 0.067 0.027 0.066
H -7.62229 -5.30079 -0.22338 0.141 0.124 0.048
H -6.34196 -6.11459 -1.05154 0.033 -0.010 0.015
H -8.56271 -8.15528 1.63436 -0.001 -0.023 -0.013
H -8.94209 -6.50030 1.29773 -0.040 0.002 -0.074
C 5.74238 4.97671 4.97984 -0.129 -0.044 -0.036
O 6.56065 5.83886 5.23632 0.046 0.033 0.019
N 5.28429 4.75572 3.70680 -0.049 -0.058 -0.035
N 5.20593 4.15771 5.93733 0.072 -0.052 -0.004
H 4.60882 4.04865 3.47686 -0.070 -0.039 0.034
H 5.65177 5.34286 2.98156 0.075 -0.012 0.020
H 5.51538 4.29461 6.88061 0.012 0.032 0.003
H 4.51880 3.45448 5.74173 -0.106 0.033 -0.070